No. 1
Entry from the Open Molecules 2025 dataset: a structure of composition C35H32GaIN3O6PS (wB97M-V/def2-TZVPD).

The geometry in XYZ format:
```
80
Properties=species:S:1:pos:R:3:forces:R:3
Ga 1.0180 -0.2747 0.6089 -1.450 0.769 0.312
C -1.9073 -4.3782 5.1396 -0.015 0.080 -0.010
C -0.7119 -3.7624 4.4792 0.079 0.030 0.081
C -0.1092 -4.3637 3.3812 0.099 0.145 0.007
C 0.9347 -3.7402 2.7204 0.009 -0.197 -0.035
C 1.3972 -2.5133 3.1633 0.265 0.240 -0.168
C 0.8499 -1.9312 4.2923 0.106 0.070 0.148
C -0.2015 -2.5560 4.9427 0.141 -0.099 -0.073
S 2.6588 -1.7528 2.1270 0.798 -0.351 0.373
O 2.3122 -2.2373 0.7867 -0.049 -0.049 0.062
O 3.9450 -2.1030 2.6488 -0.008 0.007 0.297
N 2.4687 -0.1792 1.9298 -0.363 -1.406 -0.695
C 2.4835 0.8165 2.9544 -0.234 0.614 0.173
C 1.1289 1.5781 2.9160 0.303 -0.084 0.389
O 0.9261 2.4943 3.6810 0.137 0.181 0.259
O 0.2839 1.1378 2.0442 -0.301 -0.613 -0.707
H -2.1046 -5.3721 4.7451 -0.050 -0.061 0.034
H -2.7825 -3.7514 4.9584 -0.072 -0.062 0.038
H -1.7649 -4.4442 6.2171 -0.042 -0.049 0.049
H -0.4747 -5.3182 3.0309 -0.016 -0.116 -0.058
H 1.3839 -4.1796 1.8432 -0.036 -0.093 -0.087
H 1.2188 -0.9861 4.6573 -0.023 0.121 0.071
H -0.6535 -2.0929 5.8075 -0.005 0.110 0.083
H 3.2858 1.5455 2.7763 -0.146 -0.149 0.079
H 2.6424 0.3849 3.9458 -0.016 0.210 -0.028
C -2.3585 -3.0466 0.9902 -0.029 0.175 0.068
C -1.1355 -2.2710 0.6412 -0.335 0.699 1.225
N -0.6754 -1.3297 1.3906 0.366 0.137 -0.379
O -1.3341 -0.9663 2.5423 -0.069 -0.181 -0.255
C -0.5175 -2.3945 -0.6603 0.289 -0.216 -0.732
C -0.9657 -3.4195 -1.6530 0.115 0.312 -0.005
N 0.3115 -1.4383 -0.9376 0.297 0.117 0.011
O 0.7110 -1.1093 -2.0959 0.007 -0.580 -0.325
H -2.8946 -2.5311 1.7830 -0.040 -0.034 0.022
H -2.0938 -4.0387 1.3477 0.061 -0.151 -0.010
H -2.9991 -3.1453 0.1158 -0.004 -0.046 -0.017
H -0.9132 -0.0949 2.7308 -0.049 -0.116 -0.121
H -0.9947 -4.4017 -1.1872 -0.027 -0.126 0.002
H -0.2662 -3.4295 -2.4852 0.013 -0.015 -0.028
H -1.9567 -3.1855 -2.0419 -0.066 -0.044 -0.067
I 3.2997 0.1799 -1.0764 0.823 0.783 -1.395
C 3.0650 1.1288 -3.0307 0.411 -0.578 0.642
C 4.1676 0.9929 -3.8434 -0.363 -0.185 0.782
C 4.2254 1.5991 -5.1010 -0.181 0.231 -0.251
C 3.1739 2.3572 -5.5205 0.236 -0.145 0.028
C 2.0277 2.5165 -4.7162 0.043 -0.111 0.199
C 0.9859 3.3330 -5.2003 -0.256 0.047 0.126
C -0.1495 3.5307 -4.4708 0.204 0.039 -0.314
C -0.2737 2.8876 -3.2419 0.254 -0.168 0.188
C 0.7124 2.0731 -2.7245 -0.353 -0.070 0.167
P 0.1268 1.3590 -1.1310 -0.145 0.553 0.226
C -1.4936 0.6658 -1.5533 -0.028 -0.075 0.034
C -1.7668 0.1542 -2.8177 0.042 0.062 0.104
C -2.9369 -0.5471 -3.0382 -0.046 -0.017 -0.115
C -3.8379 -0.7466 -2.0051 -0.048 -0.032 0.084
C -3.5659 -0.2463 -0.7410 -0.135 -0.047 0.001
C -2.3920 0.4477 -0.5120 0.096 0.179 -0.039
C -0.2256 2.9223 -0.2659 -0.124 -0.051 0.040
C 0.8899 3.5699 0.2548 0.010 -0.104 -0.070
C 0.7455 4.7305 0.9857 0.006 0.100 0.021
C -0.5204 5.2501 1.2108 0.016 0.016 0.023
C -1.6315 4.6158 0.6864 -0.102 0.145 0.070
C -1.4891 3.4604 -0.0598 0.125 -0.154 -0.091
C 1.9284 1.8746 -3.4350 -0.119 0.111 -0.207
H 5.0063 0.4153 -3.4892 0.113 -0.070 0.006
H 5.1025 1.4754 -5.7166 0.085 -0.022 -0.053
H 3.1933 2.8557 -6.4775 0.038 0.048 -0.122
H 1.1130 3.8019 -6.1643 0.018 0.058 -0.115
H -0.9482 4.1611 -4.8283 -0.062 0.073 -0.079
H -1.1825 3.0273 -2.6736 -0.031 0.066 -0.049
H -1.0462 0.2782 -3.6117 0.001 -0.007 -0.068
H -3.1397 -0.9515 -4.0189 -0.026 -0.033 -0.088
H -4.7465 -1.3033 -2.1808 -0.106 -0.030 -0.024
H -4.2630 -0.4079 0.0679 -0.065 0.003 0.088
H -2.1597 0.8268 0.4757 -0.059 -0.049 0.089
H 1.8728 3.1379 0.0901 0.067 0.068 0.059
H 1.6110 5.2248 1.3972 0.116 0.030 0.061
H -0.6393 6.1433 1.8038 -0.002 0.100 0.066
H -2.6201 5.0141 0.8667 -0.048 0.057 -0.002
H -2.3646 2.9753 -0.4683 -0.043 0.004 -0.002
```
Positions in Å, forces in eV/Å.

For the orbital gap, the calculation gives 7.899 eV. The largest force on an atom comes out at 0.0350 hartree/bohr. The value obtained for the LUMO energy is -0.20 eV. The calculation puts the electronic energy at -134168.994 eV. Its multiplicity is 1.

No. 2
Entry from the Open Molecules 2025 dataset: a structure of composition C25H45F3O3P2PtS (wB97M-V/def2-TZVPD).

The geometry in XYZ format:
```
80
Properties=species:S:1:pos:R:3:forces:R:3
Pt -1.5969 1.2600 -1.0353 3.526 -0.261 1.328
C 1.3839 1.9298 -2.1332 1.465 -1.029 1.311
C 0.2037 2.6915 -2.0816 -1.468 0.915 1.856
C 0.8746 2.1440 0.1055 -1.441 0.948 -0.472
C 1.7967 1.6280 -0.8092 0.512 -0.046 -1.832
C -0.1893 2.8561 -0.6501 0.723 0.180 -1.271
C 2.0931 1.5453 -3.3777 -0.050 -0.114 -0.207
H 1.3666 1.3588 -4.1751 0.211 0.025 -0.032
H 2.7029 0.6487 -3.2382 -0.067 0.136 -0.050
H 2.7647 2.3454 -3.7148 -0.115 -0.099 0.009
C 3.0872 1.0145 -0.4290 0.182 -0.405 0.172
H 3.5061 0.4377 -1.2603 0.092 0.118 0.182
H 2.9749 0.3633 0.4470 0.185 0.176 -0.242
H 3.8071 1.8004 -0.1586 -0.060 -0.188 -0.102
C 1.0147 2.1363 1.5731 -0.102 -0.227 0.516
H 1.6805 2.9608 1.8913 -0.211 -0.299 -0.018
H 1.4513 1.1972 1.9407 0.285 0.228 -0.164
H 0.0514 2.2402 2.0880 0.277 0.372 -0.337
C -0.8104 4.1215 -0.1475 -0.247 0.530 0.134
H -0.1506 4.9905 -0.3048 -0.221 -0.225 0.077
H -1.0029 4.0395 0.9281 -0.117 0.115 -0.201
H -1.7635 4.3021 -0.6637 0.264 0.194 0.273
C -0.4986 3.2774 -3.2514 -0.500 -0.009 -0.154
H 0.0316 4.1023 -3.7459 0.113 -0.173 0.230
H -1.4919 3.6402 -2.9590 0.283 0.040 -0.116
H -0.6449 2.4941 -4.0110 0.068 0.226 0.062
C -1.9176 -0.8017 -1.2511 -0.378 -0.704 -1.997
C -1.6544 -0.1792 -2.5373 -0.382 -2.493 0.924
C -2.7589 0.0754 -3.5176 -0.219 0.986 -0.553
C -3.7586 1.2015 -3.0423 0.129 0.142 -0.785
C -3.4002 1.8726 -1.7379 -2.165 -0.183 1.303
C -3.5877 1.1610 -0.4849 -2.153 0.761 -0.931
C -4.2837 -0.1909 -0.5499 -0.429 -0.506 0.266
C -3.2920 -1.3183 -0.9046 -0.503 -0.306 0.384
H -3.2867 -0.8589 -3.7485 0.007 0.135 0.236
H -4.7820 0.7932 -3.0135 0.326 0.226 0.164
H -2.3294 0.4029 -4.4826 -0.104 -0.177 0.489
H -3.6564 -1.9379 -1.7398 -0.007 0.257 0.152
H -1.1279 -1.4407 -0.8696 0.400 0.312 0.212
H -0.6873 -0.4464 -2.9596 0.153 0.558 0.021
H -3.2608 -2.0109 -0.0543 0.333 0.121 -0.148
H -4.8403 -0.4231 0.3786 0.633 0.195 -0.191
H -3.8359 1.7832 0.3948 0.441 -0.299 -0.399
H -5.1000 -0.1965 -1.2878 0.327 0.379 0.035
H -3.7764 1.9960 -3.7979 -0.016 -0.306 0.015
H -3.5670 2.9456 -1.6486 0.336 -0.010 -0.386
P 1.7206 -2.5211 -0.5710 2.119 -3.541 0.219
C 3.4913 -2.9375 -0.7482 0.632 1.701 0.035
H 3.5499 -3.9917 -1.0322 -0.194 0.163 0.012
H 4.0023 -2.7617 0.1983 -0.029 -0.024 -0.059
H 3.9578 -2.3168 -1.5143 0.149 -0.160 -0.029
C 1.4509 -3.8272 0.6845 -1.184 0.959 1.002
H 1.7851 -4.7718 0.2401 -0.176 0.256 -0.047
H 0.3960 -3.8639 0.9759 0.130 -0.362 -0.072
H 2.0253 -3.5847 1.5839 0.026 -0.022 -0.171
C 1.1765 -3.3874 -2.0871 -1.120 1.269 -0.561
H 0.0863 -3.4546 -2.1144 0.103 -0.246 -0.097
H 1.6494 -4.3778 -2.0855 -0.144 0.316 0.114
H 1.4917 -2.8027 -2.9585 0.026 -0.281 0.042
P -0.5775 -0.6619 3.4473 -3.554 0.627 1.988
C -1.7131 0.8266 3.3261 1.090 0.884 -0.579
H -2.5975 0.6959 3.9798 0.553 -0.365 -0.227
H -2.0484 0.9601 2.2726 0.210 -0.154 0.656
H -1.1871 1.7426 3.6371 -0.289 -0.302 -0.040
C -1.9855 -1.8161 3.0872 0.940 -0.835 -1.033
H -2.5887 -1.4317 2.2383 0.446 -0.151 0.557
H -2.6150 -1.9480 3.9810 0.388 0.246 -0.128
H -1.5652 -2.7886 2.8047 -0.377 -0.027 0.121
C -0.2103 -0.8332 5.2495 1.398 -0.168 -0.527
H -1.1097 -0.6901 5.8724 0.123 0.034 -0.583
H 0.5736 -0.0877 5.4837 -0.380 -0.350 0.036
H 0.2342 -1.8325 5.4032 -0.177 0.414 0.011
F 5.6349 -1.6168 4.2339 -1.076 0.084 -1.469
C 4.9785 -1.5818 3.0407 1.168 -0.112 0.435
F 5.5497 -0.6212 2.2681 -0.567 -0.801 0.659
F 5.1697 -2.7830 2.4218 -0.239 0.956 0.424
S 3.1389 -1.2624 3.1945 0.629 -0.014 0.581
O 2.5954 -2.4459 3.8351 -0.115 0.441 -0.208
O 3.0124 -0.0053 3.9084 -0.254 -0.595 -0.391
O 2.7886 -1.1723 1.7707 -0.569 -0.056 -0.435
```
Positions in Å, forces in eV/Å.

For the orbital gap (alpha / beta), the calculation gives 7.056 / 3.969 eV. The total charge is +2. The largest force on an atom comes out at 0.0804 hartree/bohr. The value obtained for the LUMO energy (alpha / beta) is -5.98 / -9.52 eV. The calculation puts the electronic energy at -73588.197 eV. Its multiplicity is 5.

- Among the records above, which one has the highest multiplicity?
  C25H45F3O3P2PtS